Record 1
{"formula": "C20H23NO3", "method": "the ωB97M-V functional and the def2-TZVPD basis", "species": ["O", "C", "H", "C", "N", "C", "C", "O", "H", "H", "H", "H", "H", "C", "C", "C", "C", "C", "C", "C", "C", "C", "C", "H", "H", "H", "H", "H", "C", "C", "C", "C", "C", "C", "H", "H", "H", "H", "H", "O", "H", "H", "H", "H", "H", "H", "H"], "positions_angstrom": [[2.05016, -0.23302, 2.03499], [2.48581, -1.45418, 1.48789], [3.57697, -1.46353, 1.55095], [1.91044, -2.64547, 2.26277], [0.47414, -2.50172, 2.42915], [-0.08260, -3.27150, 3.52522], [-1.32895, -2.58169, 4.10146], [-1.85682, -3.27872, 5.20157], [-1.19878, -3.30176, 5.90531], [-2.13610, -2.55041, 3.36716], [-1.07145, -1.54778, 4.36983], [0.66612, -3.33203, 4.32119], [-0.33975, -4.30264, 3.23242], [-0.26603, -2.67130, 1.17805], [-0.30971, -1.40335, 0.47057], [-0.27359, -0.32674, -0.05794], [-0.02372, 1.02671, -0.55116], [-1.30226, 1.68203, -1.05114], [-2.24362, 0.93684, -1.74787], [-3.38288, 1.54553, -2.24176], [-3.58998, 2.90022, -2.04344], [-2.65321, 3.64341, -1.34659], [-1.51048, 3.03856, -0.85451], [-0.77968, 3.60800, -0.30290], [-2.81160, 4.69996, -1.18608], [-4.48089, 3.37376, -2.42951], [-4.11243, 0.95976, -2.78200], [-2.08710, -0.12177, -1.89782], [0.93571, 0.97534, -1.74199], [1.77612, 2.05397, -1.97661], [2.63188, 2.04745, -3.06275], [2.65197, 0.96449, -3.92480], [1.81273, -0.11226, -3.69490], [0.95626, -0.10840, -2.60835], [0.30676, -0.95299, -2.42863], [1.82548, -0.96068, -4.36376], [3.31994, 0.95859, -4.77364], [3.28383, 2.89089, -3.23727], [1.75565, 2.89346, -1.29800], [0.51056, 1.79918, 0.50951], [1.24004, 1.30423, 0.91571], [0.20108, -3.43757, 0.53490], [-1.28588, -2.99159, 1.40227], [2.36227, -2.65504, 3.25752], [2.18847, -3.57985, 1.74497], [2.19911, -1.51509, 0.42908], [1.13817, -0.38185, 2.32995]], "lumo_ev": 0.67, "total_charge": 0, "energy_ev": -28743.4891, "max_force_ev_per_a": 0.8, "homo_lumo_gap_ev": 9.42, "de_lowest_kj_mol": 346.7}

Record 2
{"formula": "C33H59FINO22S", "method": "the ωB97M-V functional and the def2-TZVPD basis", "species": ["C", "C", "C", "C", "C", "I", "C", "C", "C", "C", "N", "C", "C", "O", "S", "O", "O", "O", "C", "C", "C", "O", "F", "O", "C", "C", "O", "C", "C", "H", "H", "H", "H", "H", "H", "H", "H", "H", "H", "H", "H", "H", "H", "H", "H", "H", "H", "H", "H", "H", "H", "H", "H", "H", "H", "H", "H", "H", "C", "O", "C", "O", "O", "C", "H", "H", "H", "H", "H", "H", "C", "O", "C", "O", "O", "C", "H", "H", "H", "H", "H", "H", "C", "O", "C", "O", "O", "C", "H", "H", "H", "H", "H", "H", "C", "O", "C", "O", "O", "C", "H", "H", "H", "H", "H", "H", "C", "O", "C", "O", "O", "C", "H", "H", "H", "H", "H", "H"], "positions_angstrom": [[1.75796, -1.10358, 0.55173], [2.56148, -0.25339, 1.25049], [2.37827, 1.17936, 1.72316], [3.76938, 1.90492, 1.65847], [3.98289, 3.03052, 0.62944], [5.65777, 4.18814, 1.44709], [4.40953, 2.66632, -0.81122], [4.23826, 1.22773, -1.31830], [5.26404, 0.16727, -0.86531], [6.56512, 0.68186, -0.23708], [7.26979, -0.45590, 0.43258], [6.84791, -0.63917, 1.75559], [6.23058, -1.96808, 2.15468], [6.98950, 0.21675, 2.60190], [2.53619, 4.16380, 0.73899], [2.16964, 4.63412, -0.56463], [2.85254, 5.23646, 1.62941], [1.38638, 3.36429, 1.48820], [1.17682, 1.95613, 1.16814], [0.92845, 1.83289, -0.33664], [-0.14445, 2.71816, -0.92662], [-0.02889, 3.22329, -1.98278], [-1.28660, 2.84667, -0.25480], [-0.02284, 1.75909, 1.85119], [-0.43663, 0.47507, 2.25963], [-1.33562, -0.25268, 1.26622], [-1.57169, -1.51135, 1.88919], [-2.24075, -2.42725, 1.02952], [-1.33720, -3.09060, 0.00020], [1.43233, -0.97769, -0.47646], [1.42450, -2.01995, 1.03869], [3.50137, -0.68341, 1.60550], [2.17947, 1.06057, 2.79201], [3.94407, 2.36250, 2.62985], [4.55054, 1.15537, 1.57339], [5.44282, 2.94890, -0.98197], [3.84862, 3.31071, -1.49147], [4.32221, 1.29006, -2.40493], [3.24221, 0.81940, -1.16061], [5.55660, -0.40869, -1.74636], [4.84074, -0.57282, -0.18422], [6.42069, 1.42432, 0.54114], [7.24854, 1.02197, -1.01240], [7.01663, -1.31629, -0.04271], [5.89685, -2.56735, 1.31016], [7.00142, -2.50354, 2.71179], [5.43086, -1.79424, 2.86873], [1.79337, 2.02500, -0.96198], [0.59442, 0.82812, -0.59360], [0.32721, -0.22541, 2.59301], [-1.07366, 0.62249, 3.13307], [-0.84469, -0.45159, 0.31122], [-2.29756, 0.25014, 1.15181], [-3.09326, -1.93625, 0.55643], [-2.61756, -3.21353, 1.68429], [-0.68739, -3.85117, 0.42808], [-0.69656, -2.37752, -0.52297], [-1.97580, -3.51192, -0.77753], [-4.47030, 1.77857, -0.67225], [-4.40801, 0.36761, -0.42665], [-5.55224, -0.28113, -0.63768], [-6.58791, 0.20978, -0.99684], [-5.35040, -1.57466, -0.37356], [-6.50835, -2.39701, -0.55794], [-3.48226, 2.17201, -0.46268], [-4.72064, 1.97552, -1.71239], [-5.19314, 2.25408, -0.01180], [-6.84262, -2.36096, -1.59271], [-7.31207, -2.08766, 0.10784], [-6.20928, -3.41194, -0.31187], [0.48029, 7.06529, -7.61978], [0.52016, 7.40241, -6.23387], [0.42857, 6.35245, -5.41200], [0.32147, 5.20311, -5.75675], [0.47776, 6.79696, -4.16372], [0.38598, 5.76770, -3.16571], [0.56294, 7.99925, -8.16844], [1.31554, 6.41888, -7.88351], [-0.46222, 6.58273, -7.87219], [1.21440, 5.07188, -3.25483], [-0.56084, 5.24349, -3.24471], [0.44276, 6.25883, -2.19927], [0.77043, 0.65920, -4.25168], [0.74375, -0.72451, -3.87548], [-0.43299, -1.32306, -4.05780], [-1.42753, -0.81009, -4.49482], [-0.31653, -2.59152, -3.65950], [-1.51547, -3.35778, -3.79289], [1.77467, 1.02044, -4.04606], [0.56110, 0.78441, -5.31144], [0.06087, 1.22683, -3.65391], [-1.82522, -3.40860, -4.83482], [-2.31231, -2.93384, -3.18379], [-1.28465, -4.35807, -3.43759], [3.95844, -6.94394, 1.97818], [3.19799, -6.85772, 3.18451], [1.99055, -6.31591, 3.03296], [1.52252, -5.91330, 1.99985], [1.39132, -6.29509, 4.22112], [0.07640, -5.73297, 4.20681], [4.90837, -7.39875, 2.24303], [3.45112, -7.57065, 1.24739], [4.13679, -5.95283, 1.56464], [-0.58176, -6.31266, 3.56239], [0.10480, -4.69465, 3.88069], [-0.29025, -5.77814, 5.22782], [-6.86910, 0.02752, 2.54097], [-7.22917, 0.00505, 3.92291], [-8.36675, -0.63997, 4.17645], [-9.06897, -1.17877, 3.36150], [-8.59104, -0.58703, 5.48847], [-9.78902, -1.24505, 5.90549], [-5.93146, 0.57289, 2.46888], [-6.71965, -0.98423, 2.16734], [-7.62489, 0.54261, 1.95111], [-9.75012, -2.30505, 5.66196], [-10.66082, -0.78470, 5.44478], [-9.84787, -1.12636, 6.98337]], "lumo_ev": -0.40, "total_charge": 0, "energy_ev": -103362.3380, "max_force_ev_per_a": 2.9, "homo_lumo_gap_ev": 8.66}